[1]
Molecular formula: C37H30ClCrN4O5
Method: DFT, wB97M-V/def2-TZVPD

The molar mass is 698.1 g mol⁻¹. As for the relative energy (zero: lowest compared OMol25 entry of this formula, charge and spin): 8.9 kcal/mol. As for the HOMO-LUMO gap (alpha / beta): 4.52 / 6.97 eV.

Structure (ORCA input):
```
! wB97M-V def2-TZVPD RIJCOSX def2/J DEFGRID3
* xyz -1 5
Cr 0.3843 0.8921 0.8471
O -1.5633 0.8722 0.9594
C -2.3963 1.8413 1.0137
C -3.6935 1.6227 1.5594
C -4.6195 2.6259 1.6073
C -4.3423 3.9179 1.1039
C -3.1079 4.1510 0.5644
C -2.1225 3.1472 0.5156
C -0.8435 3.4798 -0.0428
N 0.1851 2.7325 -0.0624
C 1.4116 3.2684 -0.6932
C 2.5803 2.3008 -0.4699
N 2.2952 1.6317 0.8005
C 3.0811 1.7781 1.7838
C 2.7251 1.5718 3.1690
C 3.7405 1.5627 4.1400
C 3.4567 1.5755 5.4795
C 2.1055 1.6481 5.8729
C 1.0935 1.6740 4.9517
C 1.3564 1.5966 3.5566
O 0.3668 1.5707 2.7268
H -3.9084 0.6280 1.9312
H -5.5932 2.4235 2.0397
H -5.0878 4.7002 1.1426
H -2.8686 5.1313 0.1591
H -0.7608 4.4771 -0.4868
H 1.2549 3.4215 -1.7581
H 1.6516 4.2312 -0.2382
H 2.6439 1.5741 -1.2753
H 3.5192 2.8524 -0.4247
H 4.0796 2.1783 1.5884
H 4.7730 1.5315 3.8032
H 4.2484 1.5495 6.2160
H 1.8594 1.6933 6.9274
H 0.0547 1.7270 5.2551
C 2.3478 -2.4441 2.9312
C 1.4387 -1.4121 2.6661
N 1.2731 -0.8886 1.4743
C 1.9813 -1.4236 0.4115
C 2.9341 -2.4503 0.6023
C 3.1078 -2.9415 1.8910
C 3.6311 -2.9347 -0.5495
C 3.3691 -2.4416 -1.7790
C 2.3724 -1.4166 -1.9942
C 2.0227 -0.9087 -3.2441
C 0.9556 0.0420 -3.3315
C 0.3416 0.4722 -2.1976
N 0.7291 0.0671 -0.9537
C 1.7034 -0.9198 -0.8615
H 2.4418 -2.8267 3.9384
H 0.8209 -1.0040 3.4582
H 3.8309 -3.7335 2.0653
H 4.3610 -3.7273 -0.4179
H 3.8904 -2.8349 -2.6456
H 2.5239 -1.2703 -4.1349
H 0.5990 0.3940 -4.2917
H -0.4969 1.1578 -2.2355
C -4.9215 -1.3718 -2.3827
C -3.6841 -1.7400 -3.1559
C -3.4349 -1.2340 -4.4204
C -2.2708 -1.5750 -5.0966
Cl -1.9740 -0.9026 -6.6958
C -1.3426 -2.4138 -4.5216
C -1.5720 -2.9276 -3.2482
C -2.7407 -2.5983 -2.5711
O -3.0603 -3.0616 -1.3463
C -2.0835 -3.8861 -0.6951
C -0.8108 -3.1143 -0.2865
O 0.2776 -3.7044 -0.5146
O -1.0149 -1.9983 0.2236
H -5.5775 -0.7365 -2.9806
H -4.6529 -0.8412 -1.4655
H -5.4707 -2.2645 -2.0764
H -4.1529 -0.5688 -4.8865
H -0.4295 -2.6604 -5.0469
H -0.8227 -3.5610 -2.7860
H -1.8227 -4.7403 -1.3230
H -2.5763 -4.2343 0.2110
*
```

---

[2]
Molecular formula: C37H30CrN5O5S2
Method: DFT, wB97M-V/def2-TZVPD

The molar mass is 740.8 g mol⁻¹. As for the relative energy (zero: lowest compared OMol25 entry of this formula, charge and spin): 0.0 kcal/mol. As for the HOMO-LUMO gap (alpha / beta): 5.56 / 5.59 eV.

Structure (ORCA input):
```
! wB97M-V def2-TZVPD RIJCOSX def2/J DEFGRID3
* xyz -1 1
Cr 0.3837 0.2735 0.2925
C 0.7181 -3.9301 1.4943
C 1.0154 -2.5634 1.3326
N 0.0876 -1.6559 1.1509
C -1.2193 -2.0346 1.1281
C -1.6099 -3.3772 1.2424
C -0.5860 -4.3323 1.4372
C -2.9863 -3.7085 1.1332
C -3.8870 -2.7082 0.9019
C -3.5082 -1.3537 0.8085
C -2.1805 -0.9729 0.9476
N -1.5958 0.2559 0.8935
C -2.2001 1.4420 1.1316
C -3.5407 1.7635 1.3481
C -3.9370 3.0907 1.5989
C -3.0539 4.1330 1.6463
C -1.6743 3.8588 1.4655
C -0.6665 4.8481 1.5252
C 0.6441 4.4993 1.3685
C 0.9640 3.1474 1.1459
N 0.0490 2.2094 1.0727
C -1.2617 2.5385 1.2220
H 1.5239 -4.6359 1.6436
H 2.0406 -2.2122 1.3344
H -0.8513 -5.3793 1.5358
H -3.2970 -4.7431 1.2148
H -4.9353 -2.9531 0.7730
H -4.2675 -0.6356 0.5502
H -4.3034 1.0056 1.3451
H -4.9932 3.2826 1.7538
H -3.3812 5.1485 1.8299
H -0.9507 5.8799 1.7012
H 1.4370 5.2334 1.4137
H 1.9917 2.8291 1.0152
C -3.2289 -4.5232 -2.8728
O -3.8343 -3.3056 -3.2537
C -3.1617 -2.1593 -2.9311
C -3.8470 -0.9634 -3.2431
C -3.2502 0.2245 -2.9222
C -1.9886 0.3062 -2.2974
C -1.4022 1.5936 -1.9879
C -2.1763 2.8602 -2.3049
O -0.2840 1.7373 -1.4794
C -1.3057 -0.9083 -1.9579
O -0.2029 -0.9519 -1.3296
C -1.9302 -2.1402 -2.3386
H -3.9247 -5.3103 -3.1567
H -3.0552 -4.5525 -1.7932
H -2.2774 -4.6741 -3.3919
H -4.8173 -1.0162 -3.7155
H -3.7751 1.1407 -3.1607
H -2.4012 2.9380 -3.3699
H -1.5685 3.7081 -1.9969
H -3.1189 2.8771 -1.7542
H -1.4011 -3.0401 -2.0572
O 5.9196 0.3857 1.0629
C 5.4257 0.3798 2.3105
C 6.3416 0.4086 3.3640
C 5.9043 0.3964 4.6741
C 4.5448 0.3582 4.9667
C 3.6353 0.3340 3.9248
C 4.0475 0.3437 2.5935
C 2.9856 0.3271 1.5377
O 1.7786 0.3202 1.8907
N 3.4067 0.3395 0.2847
N 2.3304 0.3340 -0.6168
C 2.7225 0.3415 -1.8332
S 1.6410 0.4349 -3.2181
C 2.8975 -0.1161 -4.3923
C 4.2129 0.5348 -4.0128
S 4.4507 0.2792 -2.2411
H 5.1369 0.3429 0.4505
H 7.3956 0.4375 3.1203
H 6.6314 0.4178 5.4774
H 4.2019 0.3498 5.9929
H 2.5689 0.3093 4.1080
H 2.5637 0.1902 -5.3844
H 2.9880 -1.2034 -4.3720
H 4.1970 1.6004 -4.2428
H 5.0546 0.0700 -4.5287
*
```

---

[3]
Molecular formula: C37H30F6N2O11P
Method: DFT, wB97M-V/def2-TZVPD

The molar mass is 823.6 g mol⁻¹. As for the HOMO-LUMO gap: 3.87 eV.

Structure (ORCA input):
```
! wB97M-V def2-TZVPD RIJCOSX def2/J DEFGRID3
* xyz -1 1
C 1.5527 -1.9000 0.6874
C 2.0421 -0.5490 0.1742
C 3.3681 -0.6195 -0.5633
N 1.3853 0.5006 0.4109
P 1.2483 1.8306 -0.8509
C 0.7698 3.1222 0.5430
O -0.1354 3.9141 0.4743
C 1.6274 3.2750 1.8728
F 1.8688 4.6016 2.0790
F 2.8341 2.6540 1.8031
C 0.9215 2.7431 3.1367
F -0.2208 3.4380 3.3099
F 0.5770 1.4475 2.9765
C 1.7627 2.8518 4.4668
F 2.8447 3.6243 4.3216
F 0.9881 3.4195 5.4334
C 2.2051 1.4733 5.0025
O 3.3556 1.1553 5.0310
O 1.1863 0.7076 5.4662
C -0.5861 1.3263 -1.0959
C -1.4720 1.0758 -0.0549
C -2.7744 0.7044 -0.3676
C -3.1167 0.5866 -1.7077
N -2.2897 0.8239 -2.7237
C -1.0410 1.1847 -2.3991
H 0.4824 -1.8197 0.8736
H 1.7897 -2.7016 -0.0039
H 2.0360 -2.0763 1.6579
H 3.9128 -1.5250 -0.2997
H 3.1552 -0.6984 -1.6371
H 3.9574 0.2837 -0.4247
H 2.6448 2.2238 -0.6834
H 1.6094 0.9498 -1.9604
H 1.0487 2.9098 -1.8107
H 1.2123 -0.1242 4.9737
H -1.1500 1.1748 0.9740
H -3.5150 0.5137 0.3997
H -4.1219 0.2783 -1.9690
H -0.3441 1.3736 -3.2099
C -6.2485 4.7890 -0.2658
C -5.6439 3.6109 -0.3970
C -6.4164 2.3824 -0.7168
O -5.8580 1.3140 -0.8288
C -7.8860 2.5175 -0.8876
C -8.4874 3.6964 -0.7564
C -7.7157 4.9257 -0.4349
O -8.2716 5.9969 -0.3155
H -5.7072 5.6970 -0.0322
H -4.5738 3.4834 -0.2780
H -8.4262 1.6085 -1.1207
H -9.5564 3.8218 -0.8742
C 1.4405 -6.9345 3.4474
C 1.2855 -5.8620 2.6756
C 1.6190 -5.8987 1.2291
O 1.4796 -4.9187 0.5326
C 2.1293 -7.1818 0.6767
C 2.2828 -8.2538 1.4488
C 1.9500 -8.2145 2.8965
O 2.0888 -9.1937 3.5974
H 1.2055 -6.9304 4.5041
H 0.9156 -4.9171 3.0531
H 2.3607 -7.1889 -0.3818
H 2.6507 -9.1989 1.0693
C 7.2836 -4.0136 -0.2912
C 7.9142 -5.0998 0.1474
C 7.1799 -6.3609 0.4222
O 7.7558 -7.3500 0.8237
C 5.7140 -6.3651 0.1884
C 5.0823 -5.2800 -0.2513
C 5.8177 -4.0198 -0.5275
O 5.2328 -3.0388 -0.9256
H 7.7962 -3.0824 -0.4966
H 8.9817 -5.1213 0.3261
H 5.2003 -7.2953 0.3977
H 4.0139 -5.2495 -0.4292
C -2.6721 5.6011 -4.7385
C -3.8516 6.1250 -5.0609
C -5.1224 5.4802 -4.6432
O -6.1972 5.9612 -4.9439
C -5.0279 4.2322 -3.8511
C -3.8509 3.7036 -3.5233
C -2.5768 4.3480 -3.9416
O -1.5121 3.8634 -3.6451
H -1.7323 6.0516 -5.0321
H -3.9469 7.0361 -5.6383
H -5.9697 3.7814 -3.5613
H -3.7487 2.7880 -2.9518
*
```

---

[4]
Molecular formula: C37H30IN5O3OsP2S
Method: DFT, wB97M-V/def2-TZVPD

The molar mass is 1003.8 g mol⁻¹. As for the relative energy (zero: lowest compared OMol25 entry of this formula, charge and spin): 31.6 kcal/mol. As for the HOMO-LUMO gap (alpha / beta): 5.85 / 6.50 eV.

Structure (ORCA input):
```
! wB97M-V def2-TZVPD RIJCOSX def2/J DEFGRID3
* xyz 2 5
Os 11.5999 10.2211 12.4058
N 11.2210 7.1166 13.1942
P 11.0718 8.5811 14.0901
C 12.3379 8.4259 15.3261
C 12.7082 7.2208 15.9387
C 13.5683 7.2865 17.0222
C 14.0472 8.5047 17.4766
C 13.6720 9.7050 16.8487
C 12.8900 9.6227 15.7417
C 9.5066 8.4618 15.0454
C 8.4036 7.8599 14.4490
C 7.2045 7.7349 15.1299
C 7.1223 8.2508 16.4497
C 8.2275 8.9195 16.9468
C 9.4135 9.0687 16.2776
P 10.8367 9.7213 10.1997
C 11.7917 9.6562 8.7078
C 11.5053 10.4533 7.6115
C 11.9846 10.1324 6.3396
C 12.8641 9.0606 6.3081
C 13.2677 8.3546 7.4405
C 12.6876 8.5844 8.6248
C 9.0820 9.9160 9.8324
C 8.5362 9.4771 8.6887
C 7.2906 9.9301 8.2240
C 6.5465 10.8578 8.9818
C 7.0175 11.3372 10.2206
C 8.3017 10.8505 10.8005
H 11.3946 6.1889 13.5601
H 12.2472 6.2864 15.6764
H 13.9409 6.4060 17.5032
H 14.6270 8.5955 18.3665
H 13.9445 10.6768 17.2675
H 12.5087 10.5043 15.2140
H 8.4507 7.4636 13.4576
H 6.3751 7.1897 14.6632
H 6.2164 8.1951 16.9970
H 8.1603 9.3080 17.9834
H 10.2452 9.6279 16.6839
H 10.8237 11.3041 7.7502
H 11.8371 10.7871 5.5249
H 13.3211 8.7129 5.3281
H 13.9479 7.5088 7.2929
H 12.9328 7.9343 9.4010
H 9.2198 8.8490 8.1146
H 7.0172 9.7020 7.1835
H 5.6479 11.3450 8.5292
H 6.4568 12.1327 10.7339
H 8.9597 11.7286 10.8020
O 15.9922 16.2774 14.0627
N 15.0634 15.6721 14.5702
O 14.4443 16.0659 15.5552
C 14.6652 14.3505 14.0134
C 15.7198 13.5252 13.7413
C 15.4775 12.2516 13.2457
C 16.4684 11.3987 12.7845
C 16.1255 10.1463 12.2477
C 14.7828 9.8531 12.0648
N 13.8388 10.6966 12.4408
C 14.1234 11.8373 13.1296
C 13.0809 12.6646 13.5260
N 11.8211 12.1710 13.3735
C 10.8018 12.9828 13.5053
C 10.9013 14.2912 13.8880
C 12.1743 14.8975 13.9924
C 13.2631 13.9961 13.8887
H 16.7865 13.8917 13.9289
H 17.4906 11.6774 12.7791
H 16.8974 9.4750 11.8818
H 14.4366 8.9197 11.6058
H 9.8090 12.5396 13.4380
H 9.9669 14.8840 14.0083
H 12.3122 15.9683 14.2639
I 7.0468 11.2603 13.6677
C 8.1570 10.2429 12.1292
H 7.6489 9.2602 12.0270
H 9.1201 10.0227 12.6059
O 9.3359 7.4534 11.4233
S 10.7163 7.0563 11.5997
N 11.5099 8.6208 11.2561
*
```

---

[5]
Molecular formula: C37H30N2O4P2S6Ti
Method: DFT, wB97M-V/def2-TZVPD

The molar mass is 868.9 g mol⁻¹. As for the relative energy (zero: lowest compared OMol25 entry of this formula, charge and spin): 33.9 kcal/mol. As for the HOMO-LUMO gap (alpha / beta): 5.41 / 5.41 eV.

Structure (ORCA input):
```
! wB97M-V def2-TZVPD RIJCOSX def2/J DEFGRID3
* xyz -2 1
Ti -0.8974 -0.3336 1.0346
O -2.9627 3.0406 -0.2345
C -2.0801 2.1949 0.3702
O -2.2190 0.9208 0.1508
C -1.0755 2.5734 1.2096
C -0.6262 3.8669 1.6337
C 0.4462 3.9752 2.4465
C 1.1504 2.7858 2.8710
C 0.7152 1.5847 2.4453
N -0.3976 1.4330 1.6490
C 1.3525 0.2509 2.6971
O 2.2695 0.0652 3.4607
O 0.7496 -0.6743 1.9709
H -3.4955 2.4766 -0.8063
H -1.1548 4.7430 1.2798
H 0.7992 4.9491 2.7608
H 2.0345 2.8333 3.4913
N -0.1439 -0.7832 -1.0337
C -1.2282 -0.7883 -1.9629
C -1.2126 0.0836 -3.0470
C -2.2886 0.1381 -3.9158
C -3.3906 -0.6833 -3.7121
C -3.4123 -1.5302 -2.6156
C -2.3504 -1.5911 -1.7158
P -2.4383 -2.4514 -0.0708
C -4.2509 -2.3799 0.1875
C -4.8036 -1.1475 0.5353
C -6.1755 -1.0044 0.6647
C -7.0174 -2.0901 0.4609
C -6.4747 -3.3218 0.1299
C -5.0992 -3.4640 -0.0091
C -2.1526 -4.1816 -0.6291
C -1.6954 -4.4622 -1.9142
C -1.4511 -5.7660 -2.3152
C -1.6565 -6.8175 -1.4354
C -2.1102 -6.5513 -0.1525
C -2.3505 -5.2464 0.2484
H 0.2742 -1.7172 -0.8820
H 0.6097 -0.1340 -1.2820
H -0.3492 0.7247 -3.1866
H -2.2629 0.8264 -4.7518
H -4.2348 -0.6487 -4.3900
H -4.2886 -2.1426 -2.4348
H -4.1491 -0.3024 0.7075
H -6.5860 -0.0384 0.9323
H -8.0902 -1.9749 0.5604
H -7.1186 -4.1799 -0.0207
H -4.6921 -4.4296 -0.2779
H -1.5143 -3.6575 -2.6134
H -1.0794 -5.9542 -3.3150
H -1.4529 -7.8364 -1.7426
H -2.2605 -7.3594 0.5530
H -2.6838 -5.0521 1.2581
S -2.1527 -0.9957 2.9227
S -1.7311 -3.0641 2.6841
S 0.2008 -3.7666 2.1684
S 1.0058 -3.4516 0.3539
S 4.8331 1.8277 -2.9020
P 3.9021 2.1700 -1.1837
S 1.9740 1.7456 -0.9392
C 4.1403 3.9404 -0.7302
C 3.0800 4.7419 -0.3299
C 3.2911 6.0785 -0.0084
C 4.5640 6.6215 -0.0815
C 5.6307 5.8219 -0.4787
C 5.4177 4.4928 -0.8038
C 4.7941 1.3423 0.1856
C 4.6791 1.8234 1.4863
C 5.3045 1.1713 2.5356
C 6.0520 0.0271 2.2943
C 6.1642 -0.4611 1.0010
C 5.5397 0.1947 -0.0502
H 2.0923 4.3010 -0.2618
H 2.4536 6.6919 0.3030
H 4.7291 7.6630 0.1705
H 6.6292 6.2396 -0.5405
H 6.2415 3.8688 -1.1299
H 4.0722 2.6996 1.6831
H 5.1839 1.5391 3.5467
H 6.5282 -0.4937 3.1161
H 6.7296 -1.3657 0.8107
H 5.6244 -0.1743 -1.0648
*
```

---

[6]
Molecular formula: C37H31CoN11S2
Method: DFT, wB97M-V/def2-TZVPD

The molar mass is 752.8 g mol⁻¹. As for the relative energy (zero: lowest compared OMol25 entry of this formula, charge and spin): 76.0 kcal/mol. As for the HOMO-LUMO gap (alpha / beta): 6.18 / 6.29 eV.

Structure (ORCA input):
```
! wB97M-V def2-TZVPD RIJCOSX def2/J DEFGRID3
* xyz 0 2
Co -1.0672 1.2574 -0.1005
C -3.7035 -1.8176 -1.4064
C -3.6269 -2.8134 -0.4299
C -2.9426 -2.5270 0.7167
C -2.2990 -1.2788 0.8839
N -2.2737 -0.3647 -0.1263
C -3.0182 -0.6433 -1.2067
N -1.7622 -1.0939 2.0927
C -1.1219 -0.0182 2.4591
N -0.8889 1.1212 1.7371
C -0.2292 2.0156 2.5353
N 0.0708 3.2478 2.2540
C 0.0216 3.7710 1.0262
C 0.0842 5.1804 0.9445
C 0.2490 5.7902 -0.2671
C 0.4338 4.9782 -1.3898
C 0.3212 3.6166 -1.2480
N 0.0289 2.9983 -0.0951
C 0.0567 1.3972 3.8139
C 0.7857 1.8126 4.9157
C 0.9512 0.9110 5.9538
C 0.4013 -0.3708 5.8975
C -0.3369 -0.7888 4.8042
C -0.5026 0.1073 3.7624
H -4.2865 -1.9498 -2.3040
H -4.1173 -3.7645 -0.5713
H -2.8704 -3.2186 1.5387
H -3.0963 0.1124 -1.9721
H 0.0001 5.7320 1.8673
H 0.2718 6.8661 -0.3538
H 0.6575 5.4064 -2.3539
H 0.4855 2.9834 -2.1093
H 1.2118 2.8033 4.9474
H 1.5226 1.1997 6.8251
H 0.5704 -1.0530 6.7190
H -0.7626 -1.7783 4.7471
N -3.9139 3.2701 -2.7093
C -2.9499 2.6537 -1.9862
S -3.0763 2.7799 -0.2708
N -2.0532 1.9737 -2.6401
N -1.1022 1.3106 -1.9645
C -0.3428 0.4934 -2.6945
C -0.7303 0.1896 -4.0906
C -1.1237 -1.1152 -4.3805
C -1.5843 -1.4421 -5.6417
C -1.6548 -0.4726 -6.6285
C -1.2619 0.8251 -6.3466
C -0.8029 1.1580 -5.0839
C 0.7553 -0.1810 -2.1132
C 1.6692 -0.9173 -2.8628
C 2.6846 -1.6555 -2.2411
C 2.7794 -1.6945 -0.8822
C 1.8789 -0.9014 -0.0731
N 0.8902 -0.0796 -0.7157
H -4.5326 3.9022 -2.2349
H -3.8328 3.2963 -3.7105
H -1.0876 -1.8624 -3.6007
H -1.9040 -2.4532 -5.8492
H -2.0164 -0.7285 -7.6142
H -1.3274 1.5851 -7.1118
H -0.5011 2.1705 -4.8664
H 1.5708 -0.9338 -3.9365
H 3.3662 -2.2320 -2.8476
H 3.5241 -2.2772 -0.3663
H 0.4923 -1.0615 1.5269
C 4.2309 -1.5047 3.8988
C 3.2448 -2.0260 2.9084
C 3.1452 -3.3400 2.5755
C 2.0795 -3.7349 1.6999
N 1.2910 -2.9020 1.1275
C 1.4710 -1.4993 1.2926
S 2.2426 0.8945 -0.0182
N 2.4075 -1.1313 2.3446
C 1.8420 -5.1912 1.4431
H 4.8514 -2.3140 4.2728
H 3.7128 -1.0349 4.7333
H 4.8637 -0.7537 3.4298
H 3.8017 -4.0746 3.0091
H 2.4269 -0.1630 2.6218
H 2.2297 -5.8015 2.2553
H 2.3469 -5.4771 0.5209
H 0.7785 -5.3708 1.3157
*
```

---

Number 1: E_tot -3528.031924 a.u.. Number 2: E_tot -3918.956368 a.u.. Number 3: E_tot -3305.423734 a.u.. Number 4: E_tot -3396.018188 a.u.. Number 5: E_tot -5760.059672 a.u.. Number 6: E_tot -4210.052248 a.u..